1.
C4H9N2O | wB97M-V/def2-TZVPD

* HOMO: -11.7 eV
* 2S+1: 1
* total energy: -9311.131 eV
* total charge: +1
* gap between HOMO and LUMO: 0.3017 Eh
* energy relative to the best compared isomer or geometry (same formula, charge and spin): 112.7 kcal/mol
* max |F|: 4.06 eV/Å
* LUMO level: -3.47 eV

Atoms and positions in Å:
C1 1.54 -0.61 0.92
C2 1.32 0.84 0.95
C3 0.48 -0.30 -1.11
C4 -2.84 -0.41 -0.42
N1 1.05 -1.16 -0.19
N2 0.59 1.03 -0.36
O1 -2.07 0.39 -0.05
H1 2.22 -1.29 1.56
H2 0.81 1.05 1.89
H3 2.21 1.41 0.80
H4 -0.46 -0.60 -1.65
H5 -2.52 -1.20 -1.14
H6 -3.90 -0.29 0.04
H7 -0.36 1.36 -0.06
H8 0.91 1.93 -0.83
H9 1.02 -2.17 -0.33

2.
C4H9N2O | wB97M-V/def2-TZVPD

* HOMO: -13.9 eV
* 2S+1: 1
* total energy: -9315.517 eV
* total charge: +1
* gap between HOMO and LUMO: 0.3918 Eh
* energy relative to the best compared isomer or geometry (same formula, charge and spin): 11.5 kcal/mol
* max |F|: 1.58 eV/Å
* LUMO level: -3.26 eV

Atoms and positions in Å:
C1 -0.23 0.22 0.22
C2 -0.11 0.36 -1.16
C3 -0.85 -1.72 -0.72
N1 -0.63 -1.08 0.46
N2 -0.50 -0.88 -1.67
C4 0.40 1.48 -2.00
H1 0.03 0.89 1.04
H2 -1.17 -2.73 -0.96
H3 -0.49 -1.52 1.39
H4 -0.37 -1.14 -2.67
H5 -0.20 2.38 -1.80
H6 0.41 1.29 -3.08
H7 1.44 1.67 -1.67
O1 0.83 0.41 3.84
H8 1.49 0.10 4.50
H9 -0.04 0.26 4.28

3.
C4H9N2O2 | wB97M-V/def2-TZVPD

* HOMO: -4.2 eV
* 2S+1: 1
* total energy: -11370.496 eV
* total charge: -1
* gap between HOMO and LUMO: 0.3013 Eh
* energy relative to the best compared isomer or geometry (same formula, charge and spin): 15.4 kcal/mol
* max |F|: 0.78 eV/Å
* LUMO level: 4.04 eV

Atoms and positions in Å:
N1 2.81 -0.17 -0.93
C1 1.79 -1.04 -0.36
O1 1.73 -1.04 0.89
O2 1.07 -1.63 -1.19
H1 3.61 -0.08 -0.34
H2 3.02 -0.49 -1.87
C2 -1.49 -0.91 1.44
C3 -1.02 0.39 0.87
C4 -1.64 1.05 -0.10
N2 -0.99 1.97 -0.93
H3 -2.58 -0.98 1.49
H4 -1.08 -1.71 0.82
H5 -1.06 -1.10 2.42
H6 0.05 0.61 0.94
H7 -2.68 0.89 -0.38
H8 -1.50 2.52 -1.59
H9 -0.04 1.72 -1.17

4.
C4H9N2O2 | wB97M-V/def2-TZVPD

* HOMO: -3.7 eV
* 2S+1: 1
* total energy: -11370.397 eV
* total charge: -1
* gap between HOMO and LUMO: 0.2798 Eh
* SMILES: NCC[C@H](N)C(=O)[O-]
* energy relative to the best compared isomer or geometry (same formula, charge and spin): 17.7 kcal/mol
* max |F|: 2.21 eV/Å
* LUMO level: 3.95 eV

Atoms and positions in Å:
O1 0.38 0.20 -2.13
C1 -0.64 0.48 -1.49
O2 -1.71 1.05 -1.81
C2 -0.39 0.30 0.12
C3 0.32 -1.03 0.40
C4 1.06 -0.98 1.74
N1 2.35 -0.30 1.71
N2 -1.64 0.53 0.88
H1 0.25 1.19 0.34
H2 1.06 -1.10 -0.42
H3 -0.34 -1.93 0.38
H4 0.29 -0.63 2.45
H5 1.35 -1.99 2.07
H6 2.43 0.39 0.97
H7 3.14 -0.88 1.45
H8 -2.01 -0.40 0.96
H9 -2.22 1.19 0.39

5.
C4H9N2O9P2Zr | wB97M-V/def2-TZVPD

* HOMO: -13.7 eV
* 2S+1: 1
* total energy: -45560.239 eV
* total charge: +1
* gap between HOMO and LUMO: 0.3230 Eh
* energy relative to the best compared isomer or geometry (same formula, charge and spin): 12.6 kcal/mol
* max |F|: 0.63 eV/Å
* LUMO level: -4.90 eV

Atoms and positions in Å:
Zr1 -0.43 0.37 -0.69
C1 -2.78 -3.25 1.30
C2 -1.96 -2.27 0.52
N1 -1.39 -1.21 0.98
O1 -1.52 -0.81 2.27
C3 -1.65 -2.47 -0.93
C4 -1.52 -3.79 -1.60
N2 -1.34 -1.33 -1.41
O2 -0.55 -0.94 -2.41
H1 -3.21 -2.82 2.20
H2 -2.16 -4.11 1.58
H3 -3.59 -3.62 0.68
H4 -2.06 -1.46 2.76
H5 -2.33 -4.46 -1.31
H6 -0.57 -4.26 -1.31
H7 -1.52 -3.66 -2.68
O3 -0.16 2.16 -2.41
P1 1.24 2.51 -1.61
O4 2.22 3.27 -2.34
O5 1.47 1.09 -1.05
O6 0.57 3.36 -0.35
P2 -0.47 2.65 0.63
O7 -0.96 3.73 1.61
O8 -1.59 2.04 -0.26
O9 0.15 1.40 1.21
H8 -0.09 2.15 -3.37
H9 -0.65 4.64 1.47

6.
C4H9N2OS | wB97M-V/def2-TZVPD

* HOMO: -2.1 eV
* 2S+1: 1
* total energy: -20149.974 eV
* total charge: -1
* gap between HOMO and LUMO: 0.1731 Eh
* energy relative to the best compared isomer or geometry (same formula, charge and spin): 204.6 kcal/mol
* max |F|: 3.61 eV/Å
* LUMO level: 2.58 eV

Atoms and positions in Å:
O1 -3.03 -1.18 0.24
C1 -2.84 -0.03 0.03
N1 -2.86 1.21 -0.11
C2 -0.17 0.19 -0.53
C3 0.27 1.27 0.38
S1 3.55 1.15 -0.48
C4 0.29 -1.17 0.03
N2 1.70 -1.20 0.13
H1 -2.03 0.81 0.64
H2 -0.71 0.49 -1.41
H3 0.96 0.84 -0.56
H4 0.16 2.33 0.28
H5 0.71 0.86 1.29
H6 -0.25 -1.31 0.97
H7 -0.14 -1.98 -0.63
H8 2.27 -1.99 -0.12
H9 2.12 -0.29 -0.14

7.
C4H9N2OS | wB97M-V/def2-TZVPD

* HOMO: -13.8 eV
* 2S+1: 1
* total energy: -20148.170 eV
* total charge: +1
* gap between HOMO and LUMO: 0.3706 Eh
* SMILES: CS[C@H]1NC(=O)C[NH2+]1
* energy relative to the best compared isomer or geometry (same formula, charge and spin): 69.9 kcal/mol
* max |F|: 5.77 eV/Å
* LUMO level: -3.69 eV

Atoms and positions in Å:
C1 2.64 -0.49 -0.18
C2 2.28 0.97 -0.64
C3 0.11 0.00 0.25
C4 -2.75 -0.78 -0.11
N1 1.59 -0.97 0.44
N2 0.81 1.25 -0.26
O1 3.75 -0.90 -0.29
S1 -1.11 -0.78 -0.87
H1 2.89 1.63 -0.13
H2 2.53 1.20 -1.65
H3 -0.41 0.25 1.19
H4 -3.01 0.35 -0.11
H5 -3.03 -1.33 0.86
H6 -3.35 -1.20 -0.90
H7 1.51 -1.74 1.07
H8 0.84 1.90 0.50
H9 0.17 1.62 -0.99

8.
C4H9N2S | wB97M-V/def2-TZVPD

* HOMO: -11.7 eV
* 2S+1: 1
* total energy: -18098.686 eV
* total charge: +1
* gap between HOMO and LUMO: 0.2080 Eh
* energy relative to the best compared isomer or geometry (same formula, charge and spin): 111.6 kcal/mol
* max |F|: 5.03 eV/Å
* LUMO level: -6.05 eV

Atoms and positions in Å:
C1 4.83 -0.74 -0.01
C2 -2.55 -0.02 0.77
C3 -3.74 1.35 -0.82
C4 2.44 -0.42 0.25
N1 -3.49 0.66 0.40
N2 3.59 -0.76 0.29
S1 -1.27 -0.64 -0.29
H1 5.26 -1.58 -0.58
H2 5.48 -0.21 0.62
H3 -2.35 -0.38 1.73
H4 -4.81 1.17 -1.11
H5 -3.10 1.17 -1.66
H6 -3.44 2.39 -0.59
H7 1.71 -0.77 0.89
H8 -0.65 -1.48 0.55
H9 2.08 0.26 -0.44

9.
C4H9N2S | wB97M-V/def2-TZVPD

* HOMO (alpha / beta): -12.7 / -12.7 eV
* 2S+1: 1
* total energy: -18099.576 eV
* total charge: +1
* gap between HOMO and LUMO (alpha / beta): 0.3164 / 0.3164 Eh
* energy relative to the best compared isomer or geometry (same formula, charge and spin): 91.1 kcal/mol
* max |F|: 4.86 eV/Å
* LUMO level (alpha / beta): -4.04 / -4.04 eV

Atoms and positions in Å:
C1 -1.14 -1.66 -2.74
C2 -0.76 -0.08 -0.84
C3 -1.27 1.75 0.74
C4 3.34 -0.09 2.42
N1 -0.68 -0.72 -1.79
N2 -0.59 0.59 0.25
S1 1.77 0.27 2.46
H1 -0.49 -1.63 -3.72
H2 -2.27 -1.70 -2.80
H3 -1.54 1.68 1.79
H4 -2.24 2.00 0.15
H5 -0.87 2.78 0.63
H6 -1.04 -2.68 -2.24
H7 3.85 -0.42 3.38
H8 3.68 -0.46 1.49
H9 0.24 0.36 0.81

10.
C4H9N2S2 | wB97M-V/def2-TZVPD

* HOMO (alpha / beta): -13.3 / -13.3 eV
* 2S+1: 1
* total energy: -28934.121 eV
* total charge: +1
* gap between HOMO and LUMO (alpha / beta): 0.3308 / 0.3308 Eh
* energy relative to the best compared isomer or geometry (same formula, charge and spin): 97.3 kcal/mol
* max |F|: 4.14 eV/Å
* LUMO level (alpha / beta): -4.25 / -4.25 eV

Atoms and positions in Å:
C1 0.45 2.17 -0.18
C2 1.20 0.87 -0.20
C3 -1.21 0.24 0.12
C4 0.54 -1.49 -0.28
N1 -0.79 2.19 -0.14
N2 0.12 -0.11 -0.56
S1 -2.49 -0.21 -1.04
S2 -1.56 0.13 1.84
H1 1.15 2.95 0.10
H2 2.06 0.85 -0.85
H3 1.37 0.69 0.88
H4 1.46 -1.66 -0.88
H5 0.63 -1.35 0.77
H6 -0.32 -2.17 -0.64
H7 -0.08 -0.09 -1.53
H8 -3.41 -1.16 -0.43
H9 -2.43 1.16 1.92

11.
C4H9N3 | wB97M-V/def2-TZVPD

* HOMO: -7.7 eV
* 2S+1: 1
* total energy: -8760.684 eV
* total charge: 0
* gap between HOMO and LUMO: 0.3163 Eh
* energy relative to the best compared isomer or geometry (same formula, charge and spin): 88.6 kcal/mol
* max |F|: 2.57 eV/Å
* LUMO level: 0.86 eV

Atoms and positions in Å:
C1 1.06 0.85 -0.34
C2 -0.19 -0.81 -0.14
C3 -0.93 1.22 0.73
N1 -0.47 -1.31 -1.39
N2 0.55 -1.68 0.67
C4 -1.25 -0.06 0.54
N3 -1.16 2.43 0.85
H1 -1.29 -0.95 -1.85
H2 1.41 -2.03 0.26
H3 0.70 -1.32 1.60
H4 0.23 -1.85 -1.87
H5 -0.57 2.98 1.46
H6 -2.18 -0.52 0.85
H7 1.56 1.24 0.54
H8 1.78 0.20 -0.84
H9 0.75 1.60 -1.07

12.
C4H9N3 | wB97M-V/def2-TZVPD

* HOMO (alpha / beta): -8.1 / -8.1 eV
* 2S+1: 1
* total energy: -8760.186 eV
* total charge: 0
* gap between HOMO and LUMO (alpha / beta): 0.2981 / 0.2983 Eh
* energy relative to the best compared isomer or geometry (same formula, charge and spin): 100.1 kcal/mol
* max |F|: 1.72 eV/Å
* LUMO level (alpha / beta): 0.04 / 0.05 eV

Atoms and positions in Å:
C1 0.83 0.89 -0.52
C2 2.28 -0.96 -0.18
N1 1.22 -0.33 -0.94
N2 -2.85 0.59 0.18
C3 -1.66 0.13 0.77
N3 -0.41 -1.83 -0.17
C4 -1.15 -1.10 0.36
H1 -3.14 1.50 0.49
H2 -2.87 0.51 -0.83
H3 -1.62 0.30 1.84
H4 0.55 1.56 -1.33
H5 1.45 1.40 0.23
H6 3.24 -0.67 -0.62
H7 -0.35 0.78 0.11
H8 2.29 -0.70 0.88
H9 2.18 -2.04 -0.27